54
Properties=species:S:1:pos:R:3:forces:R:3:lowdin_charge:R:1 method="wB97M-V/def2-TZVPD" e_tot_ev=-55563.798 multiplicity=1 total_charge=+3 homo_ev="-17.6 / -17.6" e_lumo_ev="-12.81 / -13.08" orbital_gap_ev="4.78 / 4.51"
Pb 1.2215 -0.5261 -1.0957 1.72 1.25 -0.02 1.22
O 0.9321 -4.8857 -0.2495 -0.77 0.62 -1.42 0.23
C 1.2792 -3.7376 -0.3904 0.42 -0.54 0.60 -0.37
N 0.6254 -2.7040 -1.1245 -0.41 -1.29 -1.88 -0.01
C 0.1505 -3.0680 -2.3728 0.70 0.71 2.96 -0.35
O 0.2184 -4.2235 -2.7976 -0.02 -0.80 0.04 0.33
C -0.5132 -2.0329 -3.1811 -0.66 1.16 -2.24 -0.21
C -1.1480 -2.4291 -4.3582 0.19 -0.15 0.13 0.06
C -1.8866 -1.4848 -5.0475 0.19 1.66 0.98 0.04
C -1.9392 -0.1381 -4.6071 0.08 -0.91 -1.56 0.04
C -1.1244 0.2114 -3.5550 -0.14 -1.85 0.54 -0.09
N -0.4505 -0.7185 -2.8665 -0.16 -1.42 1.02 -0.06
C 2.5167 -3.3338 0.3177 1.76 0.91 1.21 -0.19
C 3.3629 -4.2624 0.9448 -0.99 -0.39 -1.19 0.06
C 4.5519 -3.8439 1.5302 0.75 0.41 1.39 0.01
C 4.8004 -2.4791 1.6664 -0.65 0.39 -1.30 0.01
C 3.8804 -1.6075 1.0329 1.64 1.49 0.56 -0.13
N 2.8337 -2.0198 0.3566 -1.34 0.08 -0.25 -0.05
H -1.0212 -3.4331 -4.7515 -0.31 0.00 0.22 0.15
H -2.4298 -1.7263 -5.9167 -0.47 -0.49 -0.93 0.12
H -2.4933 0.5864 -5.2306 0.28 -0.34 0.77 0.15
H -1.0788 1.1463 -3.0937 0.12 1.69 0.06 0.11
H 3.0639 -5.3032 0.8243 0.38 0.11 0.36 0.14
H 5.2813 -4.5171 2.0195 -0.72 0.07 -0.65 0.15
H 5.7165 -2.0374 2.0724 -0.45 -0.48 0.13 0.13
H 4.1113 -0.4783 1.0503 -0.56 -1.85 -0.11 0.14
C 0.1632 -0.0340 2.5721 0.37 0.17 0.38 -0.26
P -0.5709 0.0689 0.9098 -0.54 -1.01 1.01 0.75
C -1.6433 -1.3831 1.0295 0.52 -0.65 0.61 -0.23
C -1.6489 1.5032 0.8173 -1.09 2.04 -0.88 -0.38
C -2.9403 1.3473 0.2557 0.63 0.29 -0.31 -0.05
C -3.7810 2.4572 0.0819 0.51 0.14 0.32 -0.01
C -3.3939 3.7296 0.4798 0.75 -0.78 0.04 -0.01
C -2.1146 3.9267 0.9647 1.02 -0.53 0.25 -0.05
C -1.2138 2.8574 1.0774 -0.77 -3.60 -0.43 -0.38
P 0.4904 3.0047 1.6294 -2.34 4.90 0.94 1.14
C 0.9518 4.4778 0.6690 0.30 -0.64 -1.90 -0.21
C 0.1733 3.8375 3.2625 0.72 -1.87 1.62 -0.17
H -0.4367 0.4419 3.3305 -0.61 0.16 0.23 0.07
H 1.1095 0.4703 2.6031 0.81 0.14 0.08 0.01
H 0.3261 -1.0714 2.9134 -0.03 0.38 -0.48 0.08
H -2.6569 -1.1956 1.3268 -0.44 0.32 0.41 0.06
H -1.1691 -2.0830 1.7675 -0.51 0.53 -0.84 0.08
H -1.6815 -1.8407 0.0712 -0.13 -0.71 -0.78 0.02
H -3.1757 0.3827 -0.1903 -0.47 0.16 0.41 0.11
H -4.7568 2.4513 -0.3556 -0.39 -0.83 -0.30 0.13
H -4.0652 4.5436 0.3257 -0.28 0.53 0.14 0.13
H -1.7490 4.8647 1.3151 -0.20 0.82 -0.09 0.11
H 0.9378 4.1307 -0.3736 0.17 0.22 -0.04 0.06
H 1.9552 4.7993 0.8588 0.53 0.42 0.33 0.06
H 0.2250 5.3429 0.6561 0.49 -1.08 0.74 0.11
H 0.7335 3.3291 4.0796 -0.42 0.64 -0.32 0.08
H -0.8876 3.7951 3.4848 -0.21 -0.74 -0.08 0.07
H 0.3582 4.8924 3.2609 0.99 0.54 -0.47 0.07

=====

55
Properties=species:S:1:pos:R:3:forces:R:3:lowdin_charge:R:1 method="wB97M-V/def2-TZVPD" e_tot_ev=-47073.271 smiles="C=CCn1c(CNc2ccc(C)cc2)nnc1SCC(=O)N/N=C/c1ccc(O)cc1" multiplicity=1 total_charge=0 homo_ev=-7.8 e_lumo_ev=0.56 orbital_gap_ev=8.36
C -1.9963 1.4766 -4.1067 -0.08 0.03 -0.06 0.02
C -1.3247 1.8071 -3.0212 0.00 0.06 0.15 -0.15
C -1.5849 1.1997 -1.6713 -0.25 0.33 -0.33 -0.15
N -0.5038 0.3226 -1.2895 0.48 -0.67 0.22 0.00
C 0.6186 0.5901 -0.5498 0.00 -0.07 0.11 -0.29
C 0.9196 1.9138 0.0594 0.03 0.03 0.10 -0.12
N 1.0275 2.9083 -0.9839 0.25 -0.28 -0.22 0.01
C 0.6830 4.2429 -0.8452 -0.13 0.32 -0.04 -0.28
C -0.2100 4.7155 0.1147 0.05 -0.27 0.06 -0.03
C -0.5742 6.0487 0.1385 0.09 0.14 -0.16 -0.05
C -0.0741 6.9559 -0.7845 -0.02 0.05 0.08 -0.30
C -0.4962 8.3938 -0.7606 -0.08 -0.04 -0.05 -0.06
C 0.8141 6.4831 -1.7428 -0.05 -0.05 0.11 -0.05
C 1.1884 5.1565 -1.7737 0.02 -0.09 0.02 -0.03
N 1.3686 -0.4703 -0.4763 0.63 0.85 0.60 0.08
N 0.7705 -1.4591 -1.1636 -0.48 -0.38 -0.58 -0.01
C -0.3480 -0.9814 -1.6530 0.12 0.02 0.02 -0.60
S -1.5114 -1.8334 -2.6166 -0.25 -0.17 -0.23 1.01
C -0.6752 -3.4429 -2.8020 -0.11 0.21 0.21 -0.35
C -0.9020 -4.3573 -1.5969 0.10 0.02 -0.11 -0.55
O -1.7262 -5.2381 -1.6014 -0.21 -0.14 -0.11 0.07
N -0.0701 -4.0550 -0.5672 0.73 0.63 -0.05 0.02
N -0.1096 -4.7330 0.5940 -0.33 -0.58 0.51 0.08
C 0.6574 -4.3599 1.5384 0.07 0.54 -0.84 -0.10
C 0.6731 -5.0446 2.8102 0.03 -0.32 0.65 -0.22
C 1.5292 -4.6176 3.8250 -0.24 -0.09 -0.34 -0.04
C 1.5540 -5.2647 5.0439 -0.05 -0.19 0.26 -0.03
C 0.7200 -6.3544 5.2726 0.12 0.32 -0.31 -0.32
O 0.7108 -7.0198 6.4561 -0.02 -0.14 0.21 0.06
C -0.1403 -6.7885 4.2635 0.09 -0.06 0.31 -0.01
C -0.1617 -6.1418 3.0500 0.18 0.20 0.03 -0.02
H -1.7823 1.9228 -5.0624 0.08 0.10 -0.17 0.06
H -2.7903 0.7486 -4.0822 -0.18 -0.16 0.04 0.05
H -0.5225 2.5309 -3.0493 0.07 0.08 -0.06 0.09
H -1.6677 1.9862 -0.9171 -0.09 -0.14 0.00 0.12
H -2.5046 0.6079 -1.6923 0.02 0.14 0.12 0.11
H 1.8437 1.8091 0.6445 -0.22 -0.02 0.01 0.13
H 0.1109 2.1870 0.7409 0.12 0.01 -0.02 0.11
H 1.8166 2.7537 -1.5964 -0.08 0.02 0.08 0.14
H -0.6287 4.0541 0.8586 -0.02 -0.06 0.05 0.09
H -1.2655 6.3884 0.8967 -0.06 0.04 0.08 0.11
H -1.4228 8.5229 -1.3216 -0.04 0.11 -0.01 0.08
H -0.6730 8.7286 0.2593 -0.01 0.09 0.04 0.08
H 0.2626 9.0280 -1.2130 0.02 0.10 0.00 0.07
H 1.2247 7.1652 -2.4735 0.05 0.07 -0.07 0.11
H 1.8851 4.8114 -2.5258 0.07 -0.04 -0.08 0.11
H 0.3806 -3.2400 -2.9732 0.01 -0.06 -0.08 0.08
H -1.1340 -3.8959 -3.6800 0.06 0.00 0.11 0.08
H 0.5537 -3.2350 -0.6589 -0.30 -0.32 -0.05 0.09
H 1.3339 -3.5029 1.4209 -0.04 -0.05 -0.03 0.13
H 2.1807 -3.7722 3.6558 0.06 0.09 -0.03 0.11
H 2.2225 -4.9271 5.8257 0.05 0.02 0.06 0.11
H 1.3486 -6.6242 7.0628 -0.09 -0.03 -0.13 0.11
H -0.7786 -7.6349 4.4607 -0.09 -0.11 0.00 0.12
H -0.8197 -6.4652 2.2598 -0.10 -0.07 -0.07 0.11

=====

59
Properties=species:S:1:pos:R:3:forces:R:3:lowdin_charge:R:1 method="wB97M-V/def2-TZVPD" e_tot_ev=-122451.212 multiplicity=1 total_charge=-1 homo_ev=-4.3 e_lumo_ev=2.54 orbital_gap_ev=6.80
Sr -1.0243 0.7644 -0.5089 1.38 -1.53 1.67 1.32
Br -3.9361 -1.2981 -1.0817 0.34 -0.10 -0.12 0.76
C -2.9037 -2.7218 -1.8737 -0.37 0.02 0.06 -0.58
C -3.6464 -3.6949 -2.4824 -0.06 0.07 0.04 -0.17
C -3.0084 -4.8276 -3.0198 0.14 -0.03 0.01 -0.11
C -1.6535 -4.9468 -2.9061 -0.07 -0.08 -0.04 -0.06
C -0.8788 -3.9335 -2.2940 -0.10 0.11 0.03 -0.19
C 0.5228 -4.0833 -2.1911 0.10 0.06 0.05 -0.07
C 1.2693 -3.1005 -1.6087 0.12 -0.10 -0.06 -0.10
C 0.6516 -1.9243 -1.1346 -0.26 0.17 0.01 -0.18
C -0.7134 -1.6836 -1.1936 -0.14 -0.67 -0.03 -0.22
C -1.4871 -2.7452 -1.7675 0.27 -0.23 -0.09 -0.25
H -4.7222 -3.6007 -2.5403 0.01 0.01 0.04 0.08
H -3.5989 -5.5992 -3.4983 0.00 0.00 0.00 0.09
H -1.1437 -5.8289 -3.2805 -0.01 0.02 -0.03 0.10
H 0.9811 -4.9863 -2.5804 0.01 0.00 0.00 0.10
H 2.3457 -3.2130 -1.5196 -0.02 -0.03 -0.01 0.09
H 1.3066 -1.1677 -0.6988 0.04 -0.02 -0.01 0.04
N -2.2429 -0.0558 1.7430 -0.01 -0.17 0.30 -0.08
C -1.5745 0.3499 2.9883 -0.09 0.10 0.12 -0.27
C -1.7981 1.8339 3.2792 0.11 -0.10 -0.30 -0.20
C -1.0244 2.7738 2.3568 -0.18 0.09 0.30 -0.29
N -1.5529 2.7466 0.9859 0.09 0.70 0.47 -0.09
H -3.2253 0.1934 1.7878 -0.03 -0.04 -0.05 0.07
H -2.2068 -1.0649 1.6339 0.01 0.01 -0.09 0.06
H -0.5028 0.1633 2.8759 -0.01 -0.02 0.00 0.09
H -1.9292 -0.2318 3.8494 0.04 -0.01 -0.03 0.11
H -1.4898 2.0334 4.3075 -0.02 0.02 0.02 0.11
H -2.8723 2.0539 3.2138 -0.01 0.02 0.10 0.11
H 0.0159 2.4495 2.3118 0.03 0.05 0.00 0.02
H -1.0430 3.7832 2.7902 -0.03 -0.01 -0.06 0.11
H -1.0039 3.3622 0.3894 -0.12 0.19 0.06 0.07
H -2.4970 3.1199 0.9608 -0.01 -0.01 -0.11 0.09
N 2.3259 2.5925 -2.9690 -0.09 -0.01 -0.04 0.06
C 1.8144 1.8686 -4.0233 -0.11 -0.11 -0.03 -0.09
C 0.7162 1.2358 -3.5284 0.09 0.04 -0.09 -0.12
N 0.5560 1.5561 -2.2019 0.65 0.38 -0.61 -0.08
C 1.5337 2.3741 -1.8980 0.10 0.04 -0.22 -0.24
H 3.1501 3.1621 -2.9876 0.04 0.04 0.07 0.15
H 2.2653 1.8689 -4.9995 0.00 0.01 0.02 0.10
H 0.0280 0.5772 -4.0313 0.03 0.00 0.00 0.11
H 1.7266 2.7890 -0.9224 0.07 0.02 -0.01 0.05
S 1.9255 1.2163 1.0695 -0.28 0.13 -0.42 0.54
C 2.9921 0.6432 2.3123 0.07 -0.17 0.25 -0.73
C 4.2664 0.1500 1.9859 -0.08 0.03 0.09 -0.15
C 5.1384 -0.2940 2.9650 0.02 0.00 0.02 -0.12
C 4.7723 -0.2670 4.3055 0.04 -0.03 0.02 -0.14
C 3.5138 0.2105 4.6460 0.00 0.00 0.09 -0.12
C 2.6367 0.6563 3.6706 0.10 -0.02 -0.10 -0.14
H 4.5520 0.1260 0.9421 0.00 0.00 -0.01 0.09
H 6.1164 -0.6669 2.6807 -0.01 0.00 -0.01 0.09
H 5.4546 -0.6172 5.0704 0.00 0.01 0.00 0.08
H 3.2143 0.2376 5.6884 -0.02 0.00 -0.01 0.09
H 1.6582 1.0301 3.9475 0.00 0.01 0.01 0.08
F -2.6204 1.6267 -1.6515 -1.67 0.97 -1.28 -0.19
B -2.7688 2.9600 -2.2326 -0.14 0.31 -0.18 -1.24
F -1.6273 3.6906 -1.8458 -0.03 -0.10 0.07 0.09
F -2.8417 2.8270 -3.6065 0.00 0.02 0.15 0.14
F -3.9123 3.5271 -1.6798 0.07 -0.06 -0.02 0.12

=====

61
Properties=species:S:1:pos:R:3:forces:R:3:lowdin_charge:R:1 method="wB97M-V/def2-TZVPD" e_tot_ev=-85612.258 multiplicity=3 total_charge=-1 homo_ev="-5.6 / -5.6" e_lumo_ev="2.45 / 2.45" orbital_gap_ev="8.04 / 8.03"
Ni -4.1233 -16.7891 3.2057 0.10 -0.88 0.18 0.80
C -2.3627 -14.9746 0.6386 -0.17 -0.93 0.91 -0.02
C -1.7686 -16.2040 1.2878 0.35 -0.51 -0.62 -0.29
C -0.5368 -16.8420 0.9806 -1.61 -0.37 1.04 0.02
C -0.5881 -18.0683 1.6401 0.32 0.32 -1.05 -0.29
C 0.4366 -19.1604 1.5133 0.80 0.78 -0.17 -0.03
N -1.7522 -18.1698 2.2782 0.07 1.24 -0.03 0.06
N -2.4720 -16.9766 2.1033 0.84 -0.90 -0.04 0.05
B -2.2720 -19.3302 3.1179 -1.31 -0.32 -0.15 -0.51
N -2.4702 -18.8591 4.5449 -0.18 1.76 0.60 0.05
N -3.2910 -17.7584 4.7458 0.39 -0.24 -0.03 0.06
C -3.3183 -17.4591 6.0449 0.24 -1.48 -0.19 -0.28
C -4.1376 -16.3310 6.5818 0.10 -0.49 0.37 -0.03
C -2.5258 -18.4326 6.7237 0.40 -0.25 -0.73 0.03
C -1.9317 -19.2155 5.7031 -0.92 -0.04 1.27 -0.28
C -0.9050 -20.3039 5.7909 0.06 0.31 0.96 -0.03
N -3.7232 -19.6200 2.6151 -1.38 2.68 -0.74 0.07
N -4.6402 -18.5367 2.3488 0.82 -1.55 0.29 0.06
C -5.7089 -19.0636 1.7423 0.99 -0.02 -0.89 -0.31
C -6.7219 -18.1921 1.0560 -0.34 0.38 1.06 -0.04
C -5.5444 -20.4561 1.6239 1.02 0.51 0.44 0.02
C -4.2661 -20.7187 2.1575 -2.27 -0.08 -0.31 -0.34
C -3.6915 -22.0284 2.3936 0.31 -2.04 0.90 -0.05
H -1.6361 -14.6370 -0.0915 -0.19 0.30 -0.23 0.07
H -3.3316 -15.2723 0.1751 0.69 0.37 0.13 0.09
H -2.5157 -14.2270 1.4383 0.00 -0.01 -0.79 0.04
H 0.2040 -16.4857 0.3256 0.78 0.29 -0.57 0.09
H 1.1273 -18.7794 0.6939 -0.49 -0.78 1.22 0.09
H 0.9731 -19.3081 2.4839 -0.21 0.07 -0.89 0.09
H 0.0148 -20.1165 1.1993 -0.06 0.11 0.06 0.07
H -1.6668 -20.3864 3.0282 0.14 0.74 -0.01 0.12
H -3.9528 -15.4250 6.0089 0.02 -0.08 0.01 0.04
H -5.2035 -16.5853 6.5848 0.25 0.05 -0.14 0.06
H -3.7948 -16.1733 7.5995 -0.07 0.22 0.23 0.07
H -2.4802 -18.6810 7.7854 0.22 0.56 -0.37 0.10
H -1.0549 -20.8735 6.7284 0.23 0.32 -0.40 0.08
H -0.9801 -20.9956 4.9676 0.03 -0.14 -0.29 0.05
H 0.1037 -19.8443 5.8004 -0.43 -0.39 0.01 0.09
H -6.2924 -17.5902 0.2261 -0.04 -0.39 0.62 0.08
H -7.5107 -18.8226 0.6511 -0.04 -0.05 -0.11 0.07
H -7.2075 -17.5437 1.8649 0.55 -0.59 -1.49 0.04
H -6.2522 -21.1615 1.2302 0.02 -0.10 -0.11 0.10
H -4.5184 -22.7833 2.3247 0.96 0.45 -0.45 0.09
H -2.8221 -22.2484 1.7389 -0.61 -0.14 0.36 0.09
H -3.3711 -22.1205 3.4577 0.10 0.16 -0.73 0.09
O -7.3284 -11.5579 3.6185 0.26 0.43 1.14 0.03
C -6.5873 -12.7123 3.7806 1.27 0.14 -0.71 -0.28
C -5.1894 -12.7358 3.9496 -0.34 0.44 0.10 0.06
C -4.4728 -13.9397 3.7624 -1.20 1.86 -0.42 -0.18
N -5.1352 -15.0651 3.5401 -0.75 -0.71 1.46 0.08
C -6.5064 -15.0945 3.7363 1.57 0.11 -1.13 -0.13
C -7.2284 -13.9293 3.5878 -1.38 -0.58 0.83 0.05
C -7.0935 -16.4692 4.0067 -1.93 -1.73 -0.97 -0.63
O -7.9565 -16.8554 3.1319 0.83 1.30 1.94 -0.09
O -6.7044 -17.1177 5.0058 0.18 1.16 -0.97 -0.01
C -2.9583 -13.8828 3.7997 1.35 0.44 0.05 -0.66
O -2.3958 -13.1795 2.9067 -0.75 -0.60 1.35 -0.06
O -2.4634 -14.4999 4.7751 -0.28 0.34 -0.97 -0.02
H -7.0712 -10.8271 4.2385 0.08 -1.22 -0.88 0.13
H -4.6437 -11.8044 4.1433 -0.15 -0.46 -0.20 0.13
H -8.3252 -14.0195 3.4764 0.77 0.22 0.24 0.14